The following is a DFT calculation (the ωB97M-V functional and the def2-TZVPD basis) of 2 unconnected molecules or ions with the total composition S2 in a non-equilibrium geometry.

Structure (XYZ):
```
2
Properties=species:S:1:pos:R:3:forces:R:3
S -1.083 -0.764 -0.989 1.71 1.20 1.56
S 1.083 0.764 0.989 -1.71 -1.20 -1.56
```
Positions in Å, forces in eV/Å.

Calculated values
Kohn-Sham gap (spin up / spin down) ... 5.97 / 4.49 eV
E_LUMO (spin up / spin down) ... 1.76 / 1.57 eV
Multiplicity ... 2
<S²> ... 0.760
E_tot ... -21667.249 eV
Energy above the lowest of the compared OMol25 structures with the same formula, charge and spin ... 97.2 kcal/mol
Total charge ... -1
Highest occupied orbital energy (spin up / spin down) ... -4.21 / -2.92 eV

The following is a DFT calculation (the ωB97M-V functional and the def2-TZVPD basis) of a molecular structure, C39H38AuClN5O4Se.

Structure (XYZ):
```
89
Properties=species:S:1:pos:R:3:forces:R:3
H -1.741 -1.180 5.252 0.01 0.00 0.00
H -0.827 -5.601 1.904 0.00 0.01 0.00
C 3.519 -5.540 2.118 0.00 -0.02 0.00
H -3.050 -4.777 2.137 0.00 0.01 0.00
H -0.101 -4.010 1.880 0.00 -0.01 0.01
C -0.668 -1.250 5.144 0.01 0.00 -0.03
H 2.972 -1.008 0.957 -0.01 -0.07 0.01
O 2.415 0.679 -0.358 -0.11 0.20 0.03
H 4.513 -5.601 1.671 -0.01 0.00 0.00
H -4.853 5.709 -0.305 0.00 -0.01 0.00
H 0.911 4.800 -3.135 0.00 -0.01 0.03
H 0.108 2.763 1.295 -0.03 0.08 0.03
C -0.656 3.012 -0.720 -0.03 0.06 0.22
C -4.332 1.901 -0.715 -0.04 -0.02 0.01
C 0.340 3.094 0.287 -0.04 0.13 -0.16
C -2.701 -0.254 -5.590 0.01 0.00 0.00
C -0.435 3.635 -1.963 -0.05 -0.01 0.07
N 0.887 1.327 -4.058 0.15 0.03 0.07
O 4.086 3.948 -4.796 0.00 0.00 0.00
C 2.918 -1.701 1.794 0.06 -0.07 0.02
H 4.196 -3.144 0.907 0.00 0.01 0.00
C 0.418 -1.540 1.741 0.05 -0.05 0.02
H 2.497 -3.457 0.630 0.00 0.00 -0.02
C 2.892 2.233 -3.725 -0.06 -0.06 0.02
C -1.882 2.178 -0.433 0.23 -0.47 0.05
H -3.626 -0.659 -5.978 0.01 0.00 0.00
H 0.412 0.574 -6.616 0.06 0.05 0.01
H -6.790 4.222 -0.668 0.00 0.00 0.01
C -1.400 0.582 -3.749 -0.02 0.10 -0.07
H -2.128 -1.301 1.250 -0.01 0.03 -0.06
C -2.027 -1.467 2.319 0.00 -0.04 0.02
H -1.321 0.820 -2.701 0.05 0.02 0.06
C 2.168 -1.430 4.869 -0.01 0.02 -0.01
C -5.793 3.806 -0.620 -0.01 0.00 -0.01
H -2.468 -0.606 2.823 0.00 -0.02 0.04
H -1.691 -0.313 -7.481 -0.01 0.00 0.01
H 2.225 -4.098 3.049 0.01 0.00 0.01
N 1.584 -1.570 2.402 -0.06 0.13 0.00
C 2.453 1.484 -2.609 -0.04 0.00 0.07
H 4.921 2.263 -2.411 0.01 0.00 0.00
C -5.606 2.436 -0.768 0.00 -0.01 0.00
H -4.168 0.837 -0.837 0.00 0.01 0.01
H -0.785 -4.641 3.380 0.00 -0.01 -0.01
H 2.294 3.864 0.805 0.00 -0.05 0.01
H -2.539 -2.947 3.810 -0.01 0.02 0.00
C -1.620 -0.054 -6.433 0.00 0.00 -0.03
N 1.254 0.973 -2.812 -0.08 -0.30 -0.31
C -2.704 -2.766 2.743 0.01 0.01 -0.02
N -0.592 -1.450 2.619 0.04 0.12 -0.03
C 3.216 -3.138 1.390 -0.01 0.00 0.06
H -3.412 -0.105 -3.569 0.00 0.01 -0.01
H -3.776 -2.597 2.623 0.00 -0.01 0.00
Cl 1.652 2.882 -6.118 -0.07 -0.10 0.00
C -0.926 -4.589 2.297 0.01 -0.01 0.01
H 2.181 -1.275 6.990 0.00 0.00 -0.01
C -4.705 4.644 -0.420 0.02 0.01 0.00
C -0.060 -1.383 3.897 0.04 -0.03 0.05
C 3.133 1.174 -1.308 0.23 0.08 -0.06
C 4.085 3.113 -3.929 0.01 0.03 -0.03
C 1.541 3.789 0.032 -0.14 -0.03 0.03
H -2.350 -3.788 0.878 -0.01 -0.01 0.00
H -1.196 3.579 -2.732 0.00 -0.02 0.01
O 5.106 2.945 -3.109 0.03 0.02 0.00
C 1.847 2.106 -4.623 -0.04 0.21 0.04
H 3.488 -6.233 2.958 0.00 0.01 0.00
C -3.239 2.740 -0.511 0.06 0.04 -0.03
C -0.328 0.797 -4.605 -0.09 0.05 0.00
H -0.255 -1.109 7.226 0.00 0.00 -0.01
C -3.426 4.112 -0.370 -0.02 0.02 -0.02
C 1.565 -1.304 6.102 0.04 -0.01 -0.01
Au 0.343 0.826 -0.340 0.25 -0.78 0.11
C 1.324 -1.461 3.761 -0.05 -0.10 0.02
O 4.339 1.362 -1.197 -0.13 -0.06 0.04
C 1.733 4.384 -1.187 0.03 0.05 -0.09
N -1.637 0.951 -0.146 -0.16 0.76 -0.08
H 2.799 -5.885 1.373 0.00 0.00 0.00
H 3.933 -3.792 3.310 0.00 -0.01 0.00
C 0.739 4.315 -2.181 0.03 0.01 -0.04
C 0.170 -1.211 6.237 -0.04 0.00 0.01
C -2.582 0.059 -4.244 -0.02 -0.02 0.02
Se 0.253 -1.626 -0.141 -0.06 0.11 -0.07
C 3.204 -4.117 2.560 0.01 0.00 -0.02
H -2.574 4.764 -0.213 -0.02 -0.01 0.00
H 3.242 -1.502 4.774 -0.01 0.00 0.00
H 2.652 4.921 -1.389 -0.02 -0.01 -0.01
H -6.458 1.789 -0.932 0.00 0.00 0.00
C -0.428 0.465 -5.949 0.04 -0.09 0.05
C -2.298 -4.009 1.948 0.01 0.01 0.00
H 3.626 -1.367 2.551 0.00 0.05 -0.01
```
Positions in Å, forces in eV/Å.

Calculated values
Kohn-Sham gap ... 6.89 eV
E_LUMO ... -4.59 eV
Multiplicity ... 1
E_tot ... -138256.775 eV
Energy above the lowest of the compared OMol25 structures with the same formula, charge and spin ... 14.0 kcal/mol
Total charge ... +1
Highest occupied orbital energy ... -11.48 eV

The following is a DFT calculation (the ωB97M-V functional and the def2-TZVPD basis) of C7H10 in the gas phase.

Structure (XYZ):
```
17
Properties=species:S:1:pos:R:3:forces:R:3
C 0.475 -0.742 -0.338 -0.16 -0.14 -0.02
H -0.797 1.393 0.968 -0.06 -0.11 -0.20
H -2.781 -0.530 -1.405 -0.02 -0.07 0.17
C -0.885 -0.170 -0.537 -0.09 -0.06 -0.19
C -1.797 -0.913 -1.159 -0.01 0.04 -0.02
H -1.558 -1.928 -1.467 -0.08 0.16 -0.06
C 1.261 -0.166 2.058 0.06 -0.01 -0.11
H -0.660 1.975 -0.688 -0.05 -0.08 0.06
H 0.559 -1.803 -0.571 -0.01 0.18 -0.06
H 1.593 1.107 -0.971 0.07 -0.13 0.16
C -1.161 1.233 -0.054 -0.02 0.05 -0.05
C 1.735 0.084 -0.625 0.19 0.15 -0.01
H 0.398 -0.635 2.525 0.21 0.02 0.14
H 1.970 0.339 2.706 0.05 0.01 -0.20
H 2.552 -0.439 -1.117 -0.07 0.07 0.23
C 1.328 -0.253 0.744 -0.18 -0.02 0.22
H -2.233 1.446 -0.068 0.15 -0.05 -0.08
```
Positions in Å, forces in eV/Å.

Calculated values
Kohn-Sham gap ... 9.97 eV
E_LUMO ... 1.05 eV
Multiplicity ... 1
E_tot ... -7418.658 eV
Energy above the lowest of the compared OMol25 structures with the same formula, charge and spin ... 54.8 kcal/mol
Structure (SMILES) ... C=C(C)[C@H]1CC1=C
Total charge ... 0
Highest occupied orbital energy ... -8.92 eV

The following is a DFT calculation (the ωB97M-V functional and the def2-TZVPD basis) of a molecular structure, C39H32N12O3RuS3.

Structure (XYZ):
```
90
Properties=species:S:1:pos:R:3:forces:R:3
N -0.715 1.552 0.159 -0.01 -0.01 -0.03
C -1.389 4.328 2.343 -0.02 0.00 -0.01
N -6.354 -3.697 -2.637 0.02 -0.01 -0.02
C -4.764 -1.765 2.946 -0.01 0.00 0.01
C 0.054 -0.272 -3.209 0.00 0.06 0.00
H -5.420 -2.098 0.079 0.00 0.00 0.00
H -3.302 -0.766 -0.382 0.00 -0.01 0.00
C 2.178 0.245 1.922 0.00 0.01 -0.01
H -6.306 -2.452 5.882 0.00 0.00 0.00
H -5.201 -3.830 0.286 0.00 -0.02 0.01
C -4.985 -3.508 -2.736 -0.03 0.01 0.01
N -2.637 -3.617 0.972 -0.01 0.00 0.08
N -1.726 3.540 0.055 0.04 0.02 -0.01
H -6.662 -4.655 -2.582 0.00 0.01 0.01
C -3.266 1.028 5.562 -0.02 0.00 0.03
H 4.026 -1.259 -3.028 0.00 0.00 0.00
N -3.498 -2.682 0.520 0.00 0.02 -0.07
C 0.713 1.843 -3.448 0.00 -0.01 0.01
H 5.294 2.563 2.196 0.00 0.00 0.00
H 0.006 5.085 4.536 0.00 0.00 0.00
C -4.476 -0.650 5.120 -0.01 0.00 0.02
C -2.733 -4.249 -2.276 -0.01 -0.01 -0.03
C -4.469 -2.319 -3.271 -0.01 -0.01 0.00
H 2.343 -1.479 -2.547 -0.01 -0.01 0.00
C -5.330 -2.746 2.146 0.00 0.01 -0.01
H -1.582 2.330 -1.654 0.00 0.00 0.00
H -2.716 -1.201 -3.763 -0.01 0.00 0.01
N -4.479 -0.525 6.401 -0.01 -0.03 -0.01
H -0.229 1.695 2.246 0.01 0.00 -0.01
C 4.101 1.337 0.883 0.02 0.02 -0.01
C 2.960 0.523 0.767 0.00 -0.02 0.03
C 4.912 1.488 -0.268 -0.01 -0.01 0.00
H -4.484 -5.395 -1.835 0.00 0.01 0.01
H -1.695 2.296 7.312 0.00 0.00 0.00
S -0.497 -2.841 -2.920 -0.02 0.05 -0.01
C 3.122 -0.739 -2.708 0.01 0.01 0.00
C 2.528 0.824 3.121 0.01 0.00 0.00
Ru 0.273 -0.415 -0.465 -0.05 0.02 0.01
H 1.947 0.594 4.006 0.00 0.00 0.00
C -0.767 3.762 6.038 -0.01 -0.01 -0.01
S 0.121 -0.143 -4.925 0.00 -0.02 -0.01
O -3.728 0.306 4.512 0.02 0.00 -0.03
H 0.800 2.127 -5.613 0.00 0.00 0.00
H -5.147 -1.573 -3.668 0.00 0.00 0.00
C -2.309 2.681 4.005 -0.01 -0.02 -0.01
C 4.595 0.817 -1.406 0.00 0.00 0.01
C -1.619 2.708 6.316 0.01 0.01 0.00
H 3.885 2.122 4.177 0.00 0.00 0.00
C -0.667 2.120 1.359 0.00 0.01 0.01
C -2.237 -3.071 -2.813 0.01 0.00 -0.01
C -1.449 3.734 3.727 0.03 0.04 0.01
C 4.418 1.931 2.125 -0.01 0.00 0.02
N -0.250 -1.318 -2.394 0.03 -0.06 0.06
H -7.339 -4.198 4.452 0.00 0.00 0.00
H -2.295 4.881 2.100 -0.01 -0.01 0.01
C -0.672 4.267 4.746 0.00 -0.01 0.00
C -6.258 -3.619 2.695 0.00 0.00 -0.01
H -2.048 -4.989 -1.886 0.00 -0.01 0.01
C -1.464 -3.081 0.754 0.05 -0.01 -0.05
C -6.618 -3.510 4.033 0.00 -0.01 0.00
C 3.418 0.030 -1.461 0.01 0.00 0.00
H -6.695 -4.397 2.081 0.00 0.00 0.00
O 0.109 -3.717 -1.958 0.02 -0.02 0.00
H -2.929 2.257 3.224 0.00 0.01 0.00
S 0.819 -0.863 1.819 0.01 -0.01 0.01
C 0.610 1.510 -4.750 0.01 0.00 0.00
C -6.047 -2.539 4.835 0.00 0.01 0.00
H -0.546 5.013 2.258 -0.01 0.00 -0.01
C 3.638 1.682 3.220 0.00 0.00 -0.02
N -1.262 3.305 1.303 0.00 -0.02 0.01
C -2.385 2.160 5.290 0.00 0.00 0.01
H 5.224 0.869 -2.284 0.00 0.00 0.00
N -3.684 0.576 6.690 0.01 0.02 0.00
C -4.933 -2.857 0.693 0.02 0.03 0.00
N 2.606 -0.057 -0.424 0.00 -0.02 -0.03
C -1.372 2.470 -0.607 -0.01 -0.01 0.03
H 1.015 2.807 -3.063 0.00 0.00 0.00
H -4.024 -1.088 2.539 0.00 0.00 0.00
O -0.104 -2.893 -4.302 -0.01 -0.01 -0.01
H -6.923 -3.145 -3.259 0.01 0.00 0.01
N -1.529 -1.845 0.184 -0.05 0.04 0.00
C -2.829 -1.635 0.046 -0.01 -0.04 0.08
C -4.099 -4.469 -2.245 0.01 -0.01 0.01
H 2.831 -0.068 -3.519 -0.01 0.00 0.00
C -3.106 -2.111 -3.321 0.00 -0.01 -0.04
C -5.115 -1.663 4.286 -0.01 -0.01 -0.02
H -0.165 4.190 6.828 0.00 0.00 0.00
H -0.537 -3.580 0.985 0.00 0.00 -0.01
N 0.391 0.832 -2.570 0.00 0.00 -0.03
H 5.798 2.108 -0.215 0.00 0.00 0.00
```
Positions in Å, forces in eV/Å.

Calculated values
Kohn-Sham gap (spin up / spin down) ... 7.84 / 6.22 eV
E_LUMO (spin up / spin down) ... -2.69 / -4.42 eV
Multiplicity ... 6
<S²> ... 8.765
E_tot ... -100068.612 eV
Energy above the lowest of the compared OMol25 structures with the same formula, charge and spin ... 0.9 kcal/mol
Total charge ... +1
Highest occupied orbital energy (spin up / spin down) ... -10.52 / -10.64 eV